This record from the OMol25 dataset describes C35H44BaFN7O4S6Si as an isolated structure in a non-equilibrium geometry. The level of theory is ωB97M-V/def2-TZVPD.

Atoms and positions in Å:
Ba -0.37 -1.44 0.98
C -2.83 4.72 2.14
C -2.37 3.72 3.21
S -1.56 2.21 2.67
C -0.08 2.84 1.85
C -0.21 3.35 0.40
S -1.33 2.32 -0.57
C -2.32 3.52 -1.47
C -3.07 4.58 -0.65
S -3.91 4.04 0.86
H -1.96 5.16 1.65
H -3.36 5.53 2.64
H -3.22 3.38 3.80
H -1.70 4.26 3.90
H 0.60 1.98 1.86
H 0.37 3.61 2.48
H 0.78 3.32 -0.06
H -0.58 4.37 0.38
H -3.02 2.89 -2.02
H -1.70 4.04 -2.21
H -3.84 5.01 -1.30
H -2.41 5.40 -0.38
C -0.40 -3.39 4.62
C -1.77 -2.96 4.16
C -2.88 -3.22 4.93
C -4.13 -2.83 4.43
C -4.23 -2.22 3.21
C -3.05 -1.96 2.43
N -1.83 -2.35 2.97
N -3.03 -1.39 1.23
Si -4.34 -1.16 0.16
C -3.69 -0.45 -1.43
C -5.67 0.02 0.77
C -5.15 -2.79 -0.28
H -0.25 -3.14 5.67
H 0.38 -2.93 4.02
H -0.30 -4.47 4.52
H -2.78 -3.72 5.89
H -5.03 -3.01 5.01
H -5.19 -1.90 2.83
H -3.14 0.48 -1.25
H -4.52 -0.23 -2.12
H -3.01 -1.16 -1.91
H -5.22 0.94 1.16
H -6.31 -0.41 1.55
H -6.32 0.29 -0.07
H -4.44 -3.37 -0.88
H -6.06 -2.64 -0.86
H -5.40 -3.37 0.62
F 5.73 2.36 1.95
C 5.61 1.10 2.39
C 4.43 0.55 2.64
N 4.29 -0.74 3.13
C 2.97 -1.19 3.57
C 1.94 -1.16 2.45
O 1.71 -2.25 1.86
O 1.34 -0.06 2.26
C 5.39 -1.54 3.34
O 5.34 -2.66 3.80
N 6.59 -0.95 3.00
C 6.84 0.36 2.59
O 7.97 0.77 2.44
H 3.50 1.08 2.46
H 2.63 -0.54 4.38
H 3.09 -2.21 3.93
H 7.40 -1.53 3.14
C -1.25 -4.84 0.15
C -1.20 -4.05 -1.14
C -1.65 -4.41 -2.39
C -1.35 -3.30 -3.25
C -0.74 -2.35 -2.45
C -0.19 -1.01 -2.84
N -0.64 -2.80 -1.16
H -1.37 -5.90 -0.06
H -2.10 -4.54 0.78
H -0.33 -4.71 0.73
H -2.12 -5.35 -2.66
H -1.56 -3.22 -4.31
H -0.50 -0.76 -3.86
H 0.91 -0.99 -2.82
H -0.54 -0.20 -2.19
S 5.35 -1.36 -5.04
C 4.64 -0.30 -3.95
S 4.29 -0.75 -2.33
C 3.59 0.80 -1.96
N 3.61 1.60 -2.99
N 4.20 0.97 -4.09
C 4.17 1.75 -5.29
C 5.14 1.63 -6.28
C 5.06 2.43 -7.41
C 4.04 3.35 -7.57
C 3.08 3.47 -6.57
C 3.14 2.68 -5.43
S 2.98 1.13 -0.39
H 5.94 0.92 -6.16
H 5.82 2.32 -8.18
H 3.98 3.96 -8.46
H 2.27 4.18 -6.67
H 2.41 2.78 -4.65

## Properties
E_LUMO = 3.395 eV
HOMO-LUMO gap = 0.19501 Eh
net charge = -2
relative energy (zero: lowest compared OMol25 entry of this formula, charge and spin) = 97.4 kJ/mol
HOMO = -1.91 eV

Results of the Mulliken charge analysis, in e, for atoms 1 through 4: atom 1 (Ba): 1.58, atom 2 (C): -0.58, atom 3 (C): -0.91, atom 4 (S): 0.13

=====

This record from the OMol25 dataset describes C35H44BiGeN4O2PSSi as an isolated structure in a non-equilibrium geometry. The level of theory is ωB97M-V/def2-TZVPD.

Atoms and positions in Å:
Bi -0.93 0.17 -0.99
C -0.36 7.15 -1.93
Si 0.30 5.54 -1.36
C 0.54 5.47 0.50
C 1.87 4.96 -2.38
C -1.08 4.30 -1.81
C -2.30 4.65 -2.43
C -3.27 3.75 -2.87
C -3.17 2.45 -2.41
N -2.02 2.08 -1.79
C -1.00 2.92 -1.59
S 0.42 2.22 -0.80
H 0.29 7.94 -1.57
H -1.36 7.20 -1.51
H -0.57 7.31 -3.01
H 1.65 5.49 0.72
H 0.30 4.43 0.87
H 0.04 6.20 1.07
H 1.71 5.28 -3.41
H 2.07 3.86 -2.32
H 2.85 5.36 -2.14
H -2.46 5.70 -2.58
H -4.18 4.04 -3.33
H -3.94 1.72 -2.50
C -4.42 -1.66 6.30
N -3.64 -0.66 7.09
C -2.46 -0.12 6.32
N -2.86 0.45 5.05
C -3.62 -0.58 4.29
N -4.79 -1.03 5.04
C -5.76 0.08 5.29
P -5.12 1.52 6.20
C -4.50 0.45 7.60
C -3.57 1.71 5.22
H -5.22 -1.99 6.93
H -3.75 -2.54 6.17
H -3.25 -1.14 7.90
H -1.74 -0.96 6.11
H -2.02 0.61 6.99
H -3.03 -1.51 4.19
H -3.83 -0.23 3.32
H -6.61 -0.37 5.75
H -6.08 0.37 4.27
H -5.38 0.10 8.16
H -3.79 1.04 8.27
H -3.01 2.38 5.86
H -3.86 2.14 4.26
O -1.93 -1.69 -2.92
C -0.86 -1.30 -3.41
O -0.32 -0.15 -2.97
C -0.04 -1.91 -4.52
C 1.47 -1.75 -4.31
Ge 2.39 -2.37 -2.71
C 3.98 -1.34 -2.67
C 4.51 -0.72 -3.80
C 5.69 -0.05 -3.72
C 6.34 0.10 -2.50
C 5.82 -0.57 -1.40
C 4.63 -1.21 -1.43
C 2.77 -4.27 -2.91
C 1.72 -5.16 -3.25
C 1.96 -6.54 -3.41
C 3.23 -7.01 -3.34
C 4.25 -6.12 -3.04
C 4.07 -4.76 -2.79
C 1.53 -2.07 -0.94
C 1.78 -0.90 -0.15
C 1.20 -0.74 1.10
C 0.44 -1.82 1.63
C 0.32 -2.99 0.95
C 0.92 -3.15 -0.33
H -0.26 -1.33 -5.40
H -0.22 -2.99 -4.66
H 1.80 -0.78 -4.60
H 1.94 -2.39 -5.01
H 4.00 -0.82 -4.76
H 6.11 0.47 -4.58
H 7.11 0.81 -2.36
H 6.35 -0.47 -0.45
H 4.20 -1.73 -0.47
H 0.67 -4.85 -3.45
H 1.10 -7.24 -3.66
H 3.45 -8.03 -3.55
H 5.30 -6.55 -3.01
H 4.94 -4.15 -2.48
H 2.47 -0.19 -0.63
H 1.40 0.09 1.83
H -0.11 -1.63 2.53
H -0.17 -3.85 1.34
H 0.93 -4.13 -0.87

## Properties
E_LUMO = -5.221 eV
HOMO-LUMO gap = 0.26830 Eh
net charge = +2
relative energy (zero: lowest compared OMol25 entry of this formula, charge and spin) = 129.6 kJ/mol
HOMO = -12.52 eV

Results of the Mulliken charge analysis, in e, for atoms 1 through 4: atom 1 (Bi): 1.15, atom 2 (C): -1.11, atom 3 (Si): 0.38, atom 4 (C): -0.95

=====

| no. | electronic energy (eV) |
| --- | --- |
| 1 | -131938.276 |
| 2 | -137407.818 |